Record 1
{
  "formula": "C26H46ClN8O2S",
  "method": "wB97M-V/def2-TZVPD",
  "total_charge": 1,
  "homo_ev": -10.028,
  "orbital_gap_ev": 7.294,
  "e_lumo_ev": -2.7332,
  "multiplicity": 1,
  "symbols": ["C", "C", "O", "C", "N", "C", "C", "C", "S", "C", "N", "C", "N", "C", "C", "O", "Cl", "N", "H", "H", "H", "H", "H", "H", "H", "H", "H", "H", "H", "H", "H", "H", "H", "H", "H", "H", "C", "C", "C", "C", "N", "H", "H", "H", "H", "H", "H", "H", "C", "C", "C", "C", "N", "H", "H", "H", "H", "H", "H", "H", "C", "C", "C", "C", "N", "H", "H", "H", "H", "H", "H", "H", "C", "C", "C", "C", "N", "H", "H", "H", "H", "H", "H", "H"],
  "positions_angstrom": [[-2.5640, 0.8926, 2.6670], [-3.9099, 1.2102, 1.9285], [-4.1416, 2.6230, 1.9883], [-3.9199, 0.8469, 0.3540], [-2.9862, 1.7186, -0.4625], [-3.4717, 2.9883, -1.0110], [-4.7358, 2.8239, -1.9459], [-4.6319, 1.6107, -2.9519], [-5.7432, 0.1831, -2.5262], [-1.7410, 1.3252, -0.6706], [-1.1681, 0.1086, -0.2359], [0.1559, 0.0069, -0.5652], [0.3878, 1.1983, -1.2420], [1.6596, 1.6496, -1.8121], [2.0752, 0.9249, -3.1270], [2.4087, 1.5937, -4.0404], [2.0356, -0.8472, -3.3505], [-0.7134, 1.9667, -1.3295], [-1.7390, 1.4916, 2.2022], [-2.6157, 1.1409, 3.7492], [-2.2843, -0.1540, 2.4926], [-4.7052, 0.6122, 2.4376], [-4.5646, 2.8182, 2.8341], [-4.9701, 1.0568, 0.0384], [-3.7470, -0.2278, 0.1578], [-2.6714, 3.4925, -1.6065], [-3.7539, 3.7180, -0.2153], [-4.8651, 3.7387, -2.5765], [-5.6743, 2.7145, -1.3613], [-3.5946, 1.2384, -3.0897], [-5.0155, 1.9658, -3.9369], [-4.9384, -0.6289, -1.7637], [0.8577, -0.8074, -0.3480], [1.5585, 2.7398, -2.0238], [2.4222, 1.5668, -0.9970], [-0.7805, 2.8783, -1.7735], [3.5088, -1.1040, 2.4795], [3.3749, -0.1655, 3.6734], [2.2841, -0.6026, 4.6555], [0.9679, -0.6238, 3.9763], [-0.0454, -0.6409, 3.4490], [2.5920, -1.1289, 1.8814], [4.3154, -0.7711, 1.8234], [3.7355, -2.1215, 2.8083], [3.1621, 0.8442, 3.3115], [4.3301, -0.1227, 4.2000], [2.2359, 0.0898, 5.4972], [2.4981, -1.5986, 5.0483], [2.8984, -5.4431, 0.6240], [2.5817, -6.2502, 1.8783], [2.3369, -5.3692, 3.1073], [3.5443, -4.5661, 3.4052], [4.4752, -3.9464, 3.6343], [3.8188, -4.8670, 0.7388], [3.0364, -6.1073, -0.2300], [2.0857, -4.7505, 0.3880], [3.4069, -6.9380, 2.0759], [1.6936, -6.8593, 1.6954], [2.1018, -5.9886, 3.9742], [1.4947, -4.6943, 2.9346], [2.5400, 4.4932, -4.8374], [2.8361, 5.5778, -5.8670], [4.0383, 6.4449, -5.4841], [3.7790, 7.1268, -4.1950], [3.5760, 7.6530, -3.2032], [2.2770, 4.9240, -3.8673], [1.6966, 3.8820, -5.1609], [3.4004, 3.8370, -4.7002], [1.9503, 6.2064, -5.9866], [3.0287, 5.1086, -6.8341], [4.2210, 7.1969, -6.2527], [4.9377, 5.8337, -5.3885], [-1.0436, -4.8372, 0.9737], [-1.8483, -4.4077, 2.1956], [-2.8732, -3.3176, 1.8790], [-2.1799, -2.1080, 1.3704], [-1.6369, -1.1603, 0.9723], [-0.4530, -4.0108, 0.5706], [-0.3473, -5.6344, 1.2384], [-1.6990, -5.2088, 0.1827], [-1.1607, -4.0541, 2.9686], [-2.3693, -5.2767, 2.6026], [-3.4320, -3.0519, 2.7782], [-3.5865, -3.6695, 1.1279]],
  "forces_ev_per_angstrom": [[-0.34, 0.38, -0.82], [1.58, -0.48, -0.38], [-0.61, -0.39, 0.03], [-0.69, 0.72, 1.30], [-0.51, -0.53, 0.42], [-1.03, 1.11, -0.66], [0.35, -0.50, -0.48], [-0.22, 0.28, 0.25], [0.51, -0.12, 0.01], [3.70, -2.16, -0.11], [1.09, 4.88, -6.30], [-4.94, 4.43, -0.75], [3.18, -1.71, -0.04], [-0.05, 0.10, 0.92], [-0.11, 0.63, -0.25], [0.20, -0.08, -0.14], [-0.22, 0.62, 0.85], [-2.49, 0.22, 0.75], [-0.64, -0.32, 0.46], [-0.09, -0.15, -0.73], [-0.26, 0.85, 0.75], [0.22, 0.51, -0.66], [0.14, 0.07, -0.16], [1.02, 0.06, -0.07], [0.31, 0.76, 0.19], [-0.49, -0.59, 0.41], [0.41, -0.81, -0.29], [0.31, -0.50, 0.77], [0.71, 0.10, -0.22], [-0.64, 0.30, 0.05], [0.34, -0.51, 0.68], [-0.23, 0.74, -0.56], [-0.39, 0.53, -0.21], [0.28, -0.93, -0.19], [-0.34, -0.17, -0.92], [0.78, -0.28, -0.01], [0.03, -0.05, -0.06], [0.15, -0.01, -0.31], [-0.21, 0.18, -0.36], [1.09, -0.08, 0.87], [-0.50, -0.05, -0.28], [-0.06, 0.01, 0.08], [0.01, -0.05, 0.04], [-0.03, 0.37, -0.18], [-0.02, 0.02, 0.17], [-0.09, 0.00, 0.08], [-0.12, -0.07, 0.00], [-0.06, 0.01, -0.04], [0.02, -0.01, -0.04], [0.04, -0.01, -0.32], [0.47, -0.01, -0.09], [-1.20, -0.75, 0.02], [0.71, 0.24, 0.22], [-0.04, 0.01, 0.05], [-0.04, 0.04, 0.01], [0.03, -0.01, 0.00], [-0.08, 0.01, 0.10], [0.01, 0.00, 0.13], [0.04, 0.12, 0.05], [0.07, 0.06, 0.03], [-0.05, 0.06, -0.06], [-0.20, -0.19, 0.06], [-0.36, 0.15, 0.30], [0.52, -0.48, -1.23], [-0.25, 0.32, 0.79], [0.09, 0.07, -0.01], [0.08, -0.04, -0.04], [-0.06, 0.01, 0.00], [0.11, 0.06, -0.06], [0.06, 0.09, 0.01], [0.06, 0.04, 0.11], [-0.01, 0.06, 0.06], [0.01, -0.02, 0.02], [0.27, -0.22, -0.06], [0.21, 0.30, -0.33], [-0.55, -0.48, -0.61], [-0.79, -7.04, 6.99], [-0.07, 0.02, 0.00], [-0.05, -0.03, -0.04], [0.06, 0.00, 0.00], [-0.13, 0.07, 0.03], [-0.07, 0.10, 0.03], [0.01, 0.12, -0.06], [0.02, 0.01, 0.06]]
}


Record 2
{
  "formula": "C32H33F10N5O5SSc",
  "method": "wB97M-V/def2-TZVPD",
  "total_charge": -1,
  "relative_energy_ev": 0.000,
  "homo_ev": -4.979,
  "orbital_gap_ev": 7.314,
  "e_lumo_ev": 2.3349,
  "multiplicity": 1,
  "symbols": ["Sc", "C", "N", "C", "C", "N", "C", "C", "F", "C", "F", "C", "F", "C", "F", "C", "F", "C", "C", "N", "C", "C", "F", "C", "F", "C", "F", "C", "F", "C", "F", "H", "H", "H", "H", "H", "H", "H", "H", "H", "H", "H", "C", "C", "C", "O", "C", "O", "O", "H", "H", "H", "H", "H", "H", "H", "N", "C", "N", "S", "H", "H", "H", "H", "C", "C", "C", "C", "C", "C", "C", "C", "C", "C", "O", "O", "H", "H", "H", "H", "H", "H", "H", "H", "H", "H", "H"],
  "positions_angstrom": [[-1.3533, 0.0897, -0.6226], [-4.5646, 0.0160, -1.6580], [-3.7468, -0.5215, -0.5708], [-3.7572, -1.9967, -0.6208], [-2.6894, -2.4846, -1.5805], [-1.3911, -1.9648, -1.1782], [-0.3636, -2.8664, -1.0474], [0.8188, -2.7603, -1.7985], [0.9218, -1.8196, -2.7440], [1.8828, -3.6297, -1.6422], [2.9662, -3.5216, -2.4218], [1.8145, -4.6550, -0.7156], [2.8443, -5.5043, -0.5603], [0.6633, -4.8080, 0.0342], [0.5882, -5.7934, 0.9440], [-0.3932, -3.9350, -0.1409], [-1.4826, -4.1021, 0.6341], [-4.2378, -0.0014, 0.7103], [-3.3587, -0.4240, 1.8680], [-1.9666, -0.0922, 1.5882], [-1.1758, -0.0563, 2.6916], [-0.0527, 0.7955, 2.7206], [0.2042, 1.5263, 1.6232], [0.7985, 0.9341, 3.7906], [1.8456, 1.7831, 3.7109], [0.5832, 0.2166, 4.9542], [1.4065, 0.3439, 6.0111], [-0.4969, -0.6413, 4.9851], [-0.7199, -1.3774, 6.0853], [-1.3359, -0.7817, 3.8917], [-2.3110, -1.7088, 4.0118], [-5.6097, -0.3063, -1.5468], [-4.5334, 1.1042, -1.6401], [-4.1816, -0.3094, -2.6215], [-3.5114, -2.3883, 0.3632], [-4.7584, -2.3576, -0.8998], [-2.7117, -3.5797, -1.6136], [-2.9187, -2.1323, -2.5962], [-4.2330, 1.0889, 0.6327], [-5.2750, -0.3264, 0.8917], [-3.7142, 0.1150, 2.7573], [-3.5152, -1.4857, 2.0825], [-0.7989, 3.7056, -2.1206], [-2.0784, 2.9372, -1.8137], [-3.2808, 3.8618, -1.7495], [-1.9311, 2.2396, -0.5529], [-2.2653, 1.8385, -2.8797], [-2.7524, 2.1328, -3.9578], [-1.8513, 0.6747, -2.5172], [-0.6459, 4.4814, -1.3655], [-0.8853, 4.1805, -3.0978], [0.0627, 3.0358, -2.1158], [-3.0943, 4.6713, -1.0412], [-4.1716, 3.3182, -1.4321], [-3.4653, 4.2756, -2.7390], [-1.8270, 2.9138, 0.1706], [1.0770, 4.1253, 1.2817], [0.1095, 4.3739, 2.1659], [0.4996, 4.5397, 3.4517], [-1.5190, 4.5359, 1.7621], [1.9767, 3.8157, 1.6166], [0.8477, 3.7162, 0.3839], [1.3799, 4.1572, 3.7560], [-0.2392, 4.5900, 4.1308], [6.3439, -2.7407, -1.1612], [5.1866, -1.7914, -1.0104], [4.9721, -0.7662, -1.9196], [3.8816, 0.0889, -1.8127], [3.6811, 1.1762, -2.8353], [2.9725, -0.0985, -0.7688], [3.1565, -1.1370, 0.1490], [2.2082, -1.3876, 1.2921], [4.2724, -1.9557, 0.0199], [1.7962, 0.8468, -0.6758], [1.9841, 2.0501, -0.5252], [0.6401, 0.2898, -0.7257], [7.0173, -2.4180, -1.9551], [5.9877, -3.7435, -1.4068], [6.9182, -2.8137, -0.2358], [5.6615, -0.6370, -2.7477], [4.3674, 1.0428, -3.6713], [3.8455, 2.1599, -2.3952], [2.6615, 1.1679, -3.2243], [2.5017, -0.8048, 2.1695], [2.2238, -2.4411, 1.5752], [1.1853, -1.1233, 1.0372], [4.4093, -2.7667, 0.7292]],
  "forces_ev_per_angstrom": [[-0.32, -0.47, 0.32], [0.01, 0.02, -0.02], [0.09, -0.03, 0.09], [0.01, -0.01, 0.00], [0.09, -0.02, -0.09], [-0.04, 0.33, 0.08], [0.12, -0.06, -0.05], [-0.04, 0.05, -0.07], [0.00, -0.08, 0.09], [0.02, -0.04, -0.03], [-0.04, 0.01, 0.04], [0.01, 0.00, -0.02], [-0.02, 0.04, -0.01], [-0.01, -0.04, 0.04], [0.00, 0.03, -0.04], [-0.04, 0.01, 0.05], [0.05, 0.00, -0.03], [-0.01, -0.01, 0.02], [0.00, -0.02, 0.00], [0.07, 0.10, -0.24], [0.07, 0.05, -0.02], [0.05, 0.03, -0.12], [-0.07, -0.05, 0.15], [0.01, -0.02, -0.01], [-0.02, -0.04, 0.02], [0.02, 0.01, 0.03], [-0.02, 0.00, -0.03], [0.01, -0.03, 0.03], [0.00, 0.03, -0.03], [-0.03, 0.00, 0.02], [0.04, 0.01, 0.03], [0.00, 0.00, 0.00], [0.00, 0.00, 0.00], [0.00, 0.00, 0.00], [-0.02, 0.01, 0.00], [0.00, 0.02, 0.00], [0.01, 0.01, 0.04], [-0.03, -0.06, -0.02], [-0.01, 0.00, 0.00], [0.01, 0.00, -0.01], [-0.01, -0.01, -0.01], [0.00, 0.02, -0.01], [0.02, 0.00, 0.03], [0.01, 0.02, -0.02], [0.01, 0.00, 0.01], [-0.05, 0.60, 0.32], [0.01, 0.04, 0.04], [0.01, 0.01, -0.03], [-0.03, 0.10, -0.22], [-0.02, 0.01, -0.01], [0.01, -0.01, -0.02], [-0.01, -0.01, 0.00], [0.00, 0.01, 0.01], [-0.01, -0.01, -0.01], [0.00, 0.01, 0.00], [0.05, -0.50, -0.26], [0.12, -0.05, -0.11], [-0.09, -0.05, 0.02], [0.01, 0.04, 0.01], [-0.05, 0.03, -0.09], [0.02, -0.02, 0.01], [-0.06, 0.01, 0.04], [0.01, -0.01, 0.01], [0.00, 0.00, -0.02], [0.00, 0.01, 0.01], [0.00, -0.01, 0.01], [0.01, 0.02, -0.01], [0.03, -0.02, 0.00], [0.01, 0.01, 0.01], [0.00, 0.09, -0.16], [-0.04, 0.01, 0.02], [0.00, -0.01, 0.03], [0.01, 0.00, -0.02], [0.07, -0.13, 0.47], [0.02, 0.10, -0.18], [-0.10, -0.04, -0.08], [0.01, 0.00, 0.00], [0.00, 0.00, -0.01], [0.00, -0.01, 0.00], [0.01, 0.00, -0.01], [0.00, 0.00, 0.00], [-0.01, 0.00, 0.00], [-0.01, 0.00, -0.01], [-0.03, 0.01, 0.00], [0.03, 0.00, 0.01], [0.01, -0.01, 0.01], [0.00, 0.00, 0.01]]
}


Record 3
{
  "formula": "C15H11FN6",
  "method": "wB97M-V/def2-TZVPD",
  "homo_ev": -7.849,
  "smiles": "NNc1nc2c(-c3ccc(F)cc3)nnn2c2ccccc12",
  "orbital_gap_ev": 7.817,
  "e_lumo_ev": -0.0322,
  "multiplicity": 1,
  "symbols": ["F", "N", "N", "N", "C", "C", "C", "C", "C", "C", "C", "C", "C", "C", "C", "C", "C", "C", "C", "N", "N", "N", "H", "H", "H", "H", "H", "H", "H", "H", "H", "H", "H"],
  "positions_angstrom": [[3.1569, 5.7379, 2.1884], [2.6862, -0.1332, -0.6529], [2.1508, -1.1936, -1.0712], [-0.7971, 0.3201, 0.2601], [-1.7286, -0.6014, 0.0935], [1.7106, 0.7019, -0.0249], [0.5323, 0.0050, -0.1130], [-2.1084, -4.1449, -1.3742], [-0.8022, -4.3840, -1.7889], [3.4914, 3.9603, 0.6144], [1.6281, 3.8730, 2.1139], [3.1331, 2.6686, 0.1077], [1.2453, 2.6069, 1.5901], [-2.4411, -2.9241, -0.7472], [0.1690, -3.4014, -1.5698], [2.7455, 4.5588, 1.6457], [2.0233, 2.0079, 0.5821], [-1.4715, -1.9148, -0.4809], [-0.1379, -2.1640, -0.9239], [0.8151, -1.1644, -0.7731], [-4.2983, -0.6625, 0.2226], [-2.9658, -0.1405, 0.5041], [-2.8595, -4.9162, -1.5080], [-0.5647, -5.3301, -2.1976], [4.3419, 4.5393, 0.2317], [1.0589, 4.3457, 2.9090], [3.7263, 2.1777, -0.6657], [0.3970, 2.0541, 2.0377], [-3.4908, -2.7769, -0.4414], [1.1787, -3.6197, -1.9008], [-4.6350, -0.4666, -0.7223], [-5.0218, -0.3909, 0.9045], [-2.8677, 0.7718, 0.9503]],
  "forces_ev_per_angstrom": [[-0.49, -0.69, -0.37], [-1.11, 1.94, 1.11], [-0.48, -1.44, -0.55], [1.23, -1.10, -0.38], [-0.19, 1.11, 0.21], [0.68, -1.18, -0.36], [-2.18, 0.20, 0.38], [-0.19, 1.17, 0.66], [-0.03, 1.79, 1.12], [-0.10, -0.26, 0.03], [-0.42, -0.33, 0.09], [1.01, 2.08, 0.30], [0.45, 0.61, 0.51], [-0.14, -0.57, 0.00], [-0.15, 0.16, 0.17], [0.27, -1.59, -1.06], [-0.58, -0.31, 0.16], [0.31, -0.88, -0.98], [-0.41, -1.44, -0.95], [0.18, 0.68, 0.71], [1.00, -0.19, 0.10], [-1.33, -0.12, 0.19], [-0.05, 0.23, 0.01], [0.45, -0.65, -0.53], [-0.26, -0.54, 0.06], [-0.06, -0.22, -0.03], [-0.07, 0.38, 0.21], [0.54, 0.57, -0.45], [0.84, 0.08, -0.11], [-0.01, 0.37, 0.15], [0.48, 0.42, 0.38], [1.19, -0.01, -0.27], [-0.37, -0.26, -0.50]]
}